# 1
Molecular formula: C5H14
Method: DFT, ωB97M-V with the def2-TZVPD basis set

Its structure (SMILES) is CCC.CC. The calculation puts the molar mass at 74.17 g/mol. The value obtained for the LUMO energy is 1.11 eV. As for the total charge: 0. The relative energy (zero: lowest compared OMol25 entry of this formula, charge and spin) is 190.3 kJ/mol. Its HOMO-LUMO gap is 12.0 eV. The calculation puts the HOMO energy at -0.4013 Ha.

```
19
Properties=species:S:1:pos:R:3:forces:R:3:lowdin_charge:R:1
C -0.8840 1.4872 1.4123 0.496 -0.766 -3.051 -0.092
C -1.7046 1.5948 -0.0301 1.409 0.792 1.904 -0.231
C -0.5820 1.3163 -1.0286 -2.780 1.163 -2.205 -0.173
H -1.2472 0.6200 1.9260 -0.592 0.049 0.990 0.036
H 0.0904 1.0617 0.9900 -0.731 1.193 1.377 0.057
H -0.7786 2.4307 1.9793 -0.093 -0.796 -0.258 0.064
H -2.0304 2.6885 -0.1495 -0.097 -1.853 0.046 0.108
H -2.5310 0.8197 -0.0357 0.841 1.274 -0.240 0.104
H -0.1276 0.4104 -1.0450 0.881 -3.196 1.055 -0.006
H 0.2297 1.9619 -1.0338 1.316 1.855 0.695 0.058
H -0.8659 1.3341 -2.0800 -0.765 0.395 -0.295 0.076
C 1.0892 -2.1110 0.6108 -1.669 1.427 -3.832 -0.147
C 1.5996 -1.8127 -0.8479 1.090 -2.796 2.000 -0.130
H 1.1520 -1.3500 1.2869 0.963 2.169 1.855 0.019
H 0.0215 -2.1817 0.4876 -0.673 -0.575 0.117 0.060
H 1.4613 -2.9873 0.9556 1.168 -2.616 1.179 0.024
H 1.1671 -2.7513 -1.3882 1.588 1.908 0.138 0.104
H 2.7196 -1.6105 -0.7988 -1.217 -1.075 -0.588 0.084
H 1.2211 -0.9209 -1.2110 -1.133 1.447 -0.887 -0.015
```
Positions in Å, forces in eV/Å.



# 2
Molecular formula: C15H10I3N2O2OsS
Method: DFT, ωB97M-V with the def2-TZVPD basis set

The calculation puts the molar mass at 853.27 g/mol. The value obtained for the LUMO energy is -4.48 eV. As for the total charge: +1. The relative energy (zero: lowest compared OMol25 entry of this formula, charge and spin) is 70.0 kJ/mol. Its HOMO-LUMO gap is 6.6 eV. The calculation puts the HOMO energy at -0.4082 Ha.

```
34
Properties=species:S:1:pos:R:3:forces:R:3:lowdin_charge:R:1
Os 0.8695 0.3812 -0.2045 -0.713 0.152 0.170 1.209
I -0.9890 -3.4750 -3.0360 0.047 -0.026 -0.014 1.005
C -1.8459 -1.6612 -2.5412 0.039 0.099 0.091 -0.649
C -3.1832 -1.3821 -2.9119 -0.024 0.006 -0.041 -0.198
C -3.7848 -0.1917 -2.6106 0.114 0.027 0.036 -0.660
I -5.7331 0.1451 -3.2466 -0.071 0.002 -0.003 0.995
C -3.0698 0.8045 -1.8841 -0.068 -0.063 -0.025 -0.193
C -3.5515 2.0728 -1.5063 -0.008 0.036 -0.062 -0.003
C -2.7301 2.9364 -0.8316 -0.002 0.033 -0.030 -0.009
C -1.4274 2.5457 -0.5009 -0.067 -0.105 0.086 -0.083
N -0.9524 1.3507 -0.8009 0.025 -0.035 0.308 -0.050
C -1.7574 0.4948 -1.5001 0.203 -0.042 -0.130 -0.154
C -1.1379 -0.7207 -1.8444 -0.230 -0.011 0.030 -0.389
O 0.1447 -0.8632 -1.4541 0.427 0.087 -0.360 -0.268
H -3.7291 -2.1383 -3.4590 -0.006 0.009 -0.002 0.086
H -4.5616 2.3590 -1.7687 0.005 0.005 0.029 0.078
H -3.0701 3.9195 -0.5403 0.007 0.001 -0.018 0.121
H -0.7741 3.2206 0.0302 -0.005 0.000 0.052 0.107
O 2.5266 -0.6699 0.1816 0.019 -0.136 0.076 -0.318
N 2.6455 -1.2068 1.4001 0.154 0.051 -0.111 -0.178
C 3.7785 -1.9068 1.6424 -0.102 0.051 0.026 0.023
C 3.9755 -2.4522 2.8786 0.047 -0.021 -0.039 -0.010
C 3.0067 -2.2764 3.8701 0.008 -0.020 0.091 -0.024
C 1.8635 -1.5672 3.5905 -0.049 0.012 -0.006 -0.048
C 1.6894 -1.0242 2.3186 -0.026 -0.070 -0.049 -0.552
S 0.2863 -0.0976 1.8169 0.080 0.132 0.289 0.782
H 4.4515 -1.9710 0.8012 0.019 0.005 0.017 0.154
H 4.8819 -3.0082 3.0665 -0.009 0.004 0.013 0.126
H 3.1573 -2.6949 4.8560 -0.014 0.001 -0.024 0.126
H 1.0938 -1.4130 4.3344 0.000 -0.003 -0.026 0.124
I 3.6979 2.4434 0.3588 0.003 0.012 0.011 0.767
C 1.6102 2.3151 -0.1084 0.284 -0.125 -0.378 -0.863
H 1.4946 2.8316 -1.0625 -0.017 -0.044 -0.017 -0.011
H 1.1237 2.9000 0.6660 -0.071 -0.022 0.008 -0.044
```
Positions in Å, forces in eV/Å.



# 3
Molecular formula: C30H28ClGeN3O8PtS
Method: DFT, ωB97M-V with the def2-TZVPD basis set

The calculation puts the molar mass at 893.77 g/mol. The value obtained for the LUMO energy (spin up / spin down) is 4.27 / 4.27 eV. As for the total charge: -2. The relative energy (zero: lowest compared OMol25 entry of this formula, charge and spin) is 450.0 kJ/mol. Its HOMO-LUMO gap (spin up / spin down) is 4.7 / 4.7 eV. The calculation puts the HOMO energy (spin up / spin down) at -0.0147 / -0.0146 Ha.

```
73
Properties=species:S:1:pos:R:3:forces:R:3:lowdin_charge:R:1
Pt -1.1433 -1.4920 1.1647 -0.025 0.215 -0.032 0.722
O -3.7004 2.1421 4.9320 0.310 0.704 -0.036 0.077
C -3.1440 2.7749 3.9282 -0.116 -0.077 0.404 -0.533
O -2.9705 3.9786 3.9286 0.004 0.075 -0.088 0.023
C -2.7669 1.9438 2.7466 -0.066 0.072 -0.127 -0.059
C -2.3213 2.4417 1.5472 -0.026 -0.063 -0.008 -0.607
Cl -2.0060 4.0456 1.0781 -0.014 0.047 0.010 0.813
N -2.1330 1.4188 0.6706 0.136 -0.023 -0.013 -0.048
N -2.4160 0.2342 1.3020 0.102 -0.074 0.165 0.010
C -2.8083 0.5386 2.5321 0.013 0.000 0.034 -0.113
C -3.3079 -0.5832 3.4521 0.147 -0.065 -0.333 -0.592
O -3.9883 -0.1796 4.4467 0.010 -0.446 0.130 -0.002
O -3.0721 -1.7372 3.1206 -0.229 -0.024 0.266 -0.022
C -2.3211 1.5825 -0.7541 -0.112 0.027 -0.019 -0.150
C -3.4634 2.2982 -1.1104 0.017 -0.046 0.001 -0.052
C -3.7486 2.5936 -2.4294 -0.002 0.003 -0.002 -0.103
C -2.8799 2.1488 -3.4172 -0.032 0.012 -0.016 -0.105
C -1.7714 1.4046 -3.0671 0.006 -0.030 -0.016 -0.049
C -1.4578 1.0865 -1.7390 -0.020 0.058 0.048 -0.210
H -3.7831 1.0987 4.7427 -0.287 -0.141 -0.090 0.004
H -4.1290 2.6280 -0.3234 -0.007 0.007 0.007 0.112
H -4.6377 3.1585 -2.6787 -0.008 0.006 -0.007 0.091
H -3.0761 2.3663 -4.4606 -0.006 0.006 -0.008 0.090
H -1.1097 1.0256 -3.8379 0.006 0.003 -0.005 0.110
H -0.5304 -0.3583 -0.5466 0.151 -0.307 -0.069 -0.002
C 1.3964 -4.6067 -0.0999 0.012 -0.030 0.054 -0.048
C 0.1429 -3.7655 -0.1292 0.253 0.270 0.572 -0.418
O -0.2127 -3.2602 0.9809 -0.212 -0.523 -0.543 -0.191
C -0.5760 -3.6100 -1.3875 -0.123 0.103 -0.209 -0.182
C -0.0358 -4.0752 -2.5996 0.008 0.010 0.126 -0.062
C -0.6884 -3.8492 -3.8025 0.004 -0.023 -0.061 -0.119
C -1.9094 -3.1922 -3.8327 -0.020 0.017 0.018 -0.120
C -2.4873 -2.7826 -2.6297 -0.057 -0.070 -0.045 -0.092
C -1.8285 -2.9733 -1.4358 0.166 -0.197 -0.048 -0.058
H 1.6491 -4.8044 0.9421 0.000 0.017 -0.017 0.081
H 2.2417 -4.0944 -0.5762 -0.009 0.011 -0.024 0.066
H 1.2685 -5.5604 -0.6187 -0.010 -0.007 0.008 0.071
H 0.9178 -4.5874 -2.6102 0.010 -0.001 0.008 0.092
H -0.2291 -4.1837 -4.7265 -0.004 0.008 0.003 0.088
H -2.4005 -2.9898 -4.7772 0.004 0.011 0.000 0.084
H -3.4459 -2.2770 -2.6297 -0.011 -0.001 -0.006 0.101
H -2.2345 -2.6165 -0.4888 -0.116 0.211 -0.037 0.057
O 1.9986 -1.2601 0.1607 0.120 -0.024 -0.004 -0.168
C 1.7918 0.1398 0.7636 0.193 0.088 0.025 -0.487
N 0.7407 0.0628 1.6580 -0.142 0.275 0.021 -0.173
S 1.0361 0.7932 3.0410 0.047 -0.076 0.086 0.580
O 0.4470 2.1126 3.1231 -0.010 -0.009 -0.004 -0.314
O 0.8328 -0.0452 4.1984 0.030 -0.025 -0.009 -0.322
C 2.7827 1.0111 2.7503 -0.073 -0.021 -0.004 -0.200
C 3.7607 1.5205 3.5823 0.041 -0.025 -0.010 -0.043
C 5.0626 1.5642 3.1006 -0.011 0.003 0.005 -0.100
C 5.3555 1.1117 1.8150 0.028 0.007 0.023 -0.096
C 4.3553 0.6204 0.9870 0.008 0.004 -0.042 -0.024
C 3.0550 0.5708 1.4725 -0.009 0.030 -0.049 -0.165
H 3.5105 1.8674 4.5765 0.005 0.007 0.016 0.116
H 5.8575 1.9555 3.7245 0.003 0.002 0.007 0.090
H 6.3769 1.1511 1.4550 0.006 0.005 0.001 0.091
H 4.5818 0.2874 -0.0185 -0.010 0.005 -0.003 0.100
C 2.4967 -1.1749 -1.2253 0.077 -0.082 -0.046 -0.138
Ge 1.4548 1.0243 -1.0713 -0.198 0.117 -0.085 0.876
C 2.3864 1.5397 -2.7605 0.030 -0.015 0.139 -0.233
C 1.1244 2.8608 -0.3387 0.001 -0.088 -0.059 -0.210
C -0.3017 0.2078 -1.4627 -0.005 0.172 -0.009 -0.215
H 3.5759 -1.3656 -1.1989 -0.011 -0.023 -0.036 0.025
H 1.9852 -1.9670 -1.7762 -0.023 -0.035 0.001 0.029
H 2.1378 -2.0011 0.7721 0.001 0.000 0.010 0.157
H 3.4057 1.8739 -2.5519 0.030 -0.008 0.025 -0.002
H 1.8550 2.3627 -3.2451 -0.026 0.037 0.003 0.001
H 2.4342 0.6789 -3.4263 -0.016 -0.030 -0.017 -0.002
H 2.0648 3.4159 -0.2728 0.035 -0.004 -0.004 0.009
H 0.6737 2.8375 0.6536 -0.005 -0.024 0.025 -0.018
H 0.4590 3.4128 -1.0083 -0.008 0.017 -0.009 0.006
H -0.1794 -0.4998 -2.2838 0.049 -0.027 0.008 0.077
```
Positions in Å, forces in eV/Å.



# 4
Molecular formula: C2H14O4S
Method: DFT, ωB97M-V with the def2-TZVPD basis set

The calculation puts the molar mass at 134.20 g/mol. The value obtained for the LUMO energy (spin up / spin down) is -4.52 / -9.34 eV. As for the total charge: +1. Its spin multiplicity is 2. The relative energy (zero: lowest compared OMol25 entry of this formula, charge and spin) is 141.5 kJ/mol. The expectation value of S² is 0.753. Its HOMO-LUMO gap (spin up / spin down) is 10.2 / 5.4 eV. The calculation puts the HOMO energy (spin up / spin down) at -0.5426 / -0.5421 Ha.

```
21
Properties=species:S:1:pos:R:3:forces:R:3:lowdin_charge:R:1
C 1.0930 -1.0543 -0.7156 2.509 -1.420 -1.447 -0.139
C 1.9490 -0.1963 0.1868 -4.685 1.846 -0.559 -0.391
S 1.7523 1.5111 -0.4905 0.642 -0.147 0.646 1.195
H 1.5311 -2.0795 -0.6855 -0.964 0.344 0.699 0.123
H 1.3083 -0.8885 -1.8111 -0.552 0.440 0.939 0.104
H 0.0934 -0.9371 -0.4098 -1.077 -0.408 -0.195 0.020
H 1.6708 -0.1713 1.2327 -0.382 -0.003 0.183 0.094
H 2.9137 -0.3526 0.1357 5.277 -1.000 -0.467 0.037
H 1.6745 1.0687 -1.7462 0.203 0.134 -0.480 -0.033
H -0.8067 -1.8764 2.2586 0.534 0.914 -0.601 0.098
H -1.3801 -1.0501 1.1282 -0.884 0.272 -0.558 -0.012
O -0.5571 -1.1743 1.6070 0.102 -0.972 1.560 -0.075
H -0.3815 1.1779 -1.5349 0.601 -0.384 -1.235 -0.044
H -1.0463 1.9447 -0.4038 -1.130 -1.879 -1.565 0.078
O -1.2493 1.2482 -1.1766 0.210 2.421 1.647 -0.089
H -2.1916 -1.4768 -0.6364 -0.424 -0.104 -0.158 0.060
H -2.3168 0.0201 -0.6591 0.303 0.972 -0.619 -0.021
O -2.6316 -0.7423 -0.1910 -0.166 -1.446 0.850 -0.037
H -1.0792 1.2314 1.5391 -0.173 -0.080 0.101 0.074
H 0.3079 1.7881 1.2241 -1.483 0.541 0.547 0.006
O -0.6537 2.0091 1.1481 1.540 -0.041 0.713 -0.049
```
Positions in Å, forces in eV/Å.



# 5
Molecular formula: C16H43BGaN2O7
Method: DFT, ωB97M-V with the def2-TZVPD basis set

The calculation puts the molar mass at 456.06 g/mol. The value obtained for the LUMO energy is 1.94 eV. As for the total charge: -1. The relative energy (zero: lowest compared OMol25 entry of this formula, charge and spin) is 0.0 kJ/mol. Its HOMO-LUMO gap is 6.7 eV. The calculation puts the HOMO energy at -0.1767 Ha.

```
70
Properties=species:S:1:pos:R:3:forces:R:3:lowdin_charge:R:1
C -1.2494 -3.6615 -4.7625 -0.027 0.633 -0.650 -0.118
C -2.2235 -2.6100 -5.4339 -0.133 -0.063 -0.359 -0.489
C -2.2722 -1.3014 -4.5284 0.659 -0.512 -0.337 -0.094
C -3.6328 -3.2099 -5.8323 0.576 0.065 -0.093 -0.270
Ga -4.7399 -4.0086 -4.2950 0.323 -0.559 -0.287 0.351
O -6.5709 -4.0741 -4.9128 -0.773 2.876 0.314 -0.116
B -7.1324 -2.7976 -4.9122 0.297 -2.209 -0.410 -0.882
O -8.3191 -2.5690 -5.6810 1.277 0.369 0.507 0.087
O -6.5940 -1.6858 -4.1803 -1.134 -0.503 -0.449 0.035
H -0.9518 -4.4328 -5.5260 -0.318 0.545 0.841 0.071
H -1.6938 -4.1594 -3.8631 0.312 0.442 -0.758 0.060
H -0.3260 -3.0820 -4.4723 -0.729 -0.779 -0.101 0.070
H -1.7196 -2.3173 -6.4045 -0.329 -0.184 0.919 0.105
H -1.6097 -0.5403 -5.0238 -0.687 -0.423 0.561 0.068
H -1.7906 -1.5477 -3.5446 -0.624 0.433 -0.775 0.041
H -3.2924 -0.8768 -4.3741 0.724 -0.439 -0.156 0.074
H -3.4466 -4.0441 -6.5720 -0.187 0.745 0.628 0.047
H -4.2335 -2.4336 -6.3826 0.535 -0.540 0.480 0.053
H -4.6868 -3.1810 -2.9204 -0.008 0.149 0.205 -0.056
H -4.3339 -5.5498 -3.9811 -0.044 0.121 -0.087 -0.088
H -8.4284 -1.6110 -5.7246 -0.217 -0.146 0.111 0.070
H -6.4954 -1.9777 -3.2648 0.574 0.043 -0.177 0.049
C -2.2735 -2.0401 -1.0179 0.083 -0.007 0.048 -0.121
O -1.1802 -1.1307 -0.9645 -0.264 0.051 0.155 -0.211
C -1.5847 0.2120 -0.7215 0.566 0.091 -0.026 -0.216
C -1.0523 0.6802 0.6269 -0.314 -0.356 -0.036 -0.214
N -1.7415 0.0031 1.7234 0.194 0.267 0.016 -0.050
C -1.1256 0.2314 3.0295 -0.127 -0.386 -0.095 -0.196
C 0.2774 -0.3428 3.2533 -0.205 0.062 0.402 -0.232
O 0.3201 -1.7647 3.2569 0.130 0.192 -0.258 -0.181
C 0.4978 -2.3557 1.9784 -0.125 -0.251 0.270 -0.098
H -1.8847 -3.0209 -1.2911 0.034 0.081 -0.040 0.091
H -2.7583 -2.1176 -0.0382 -0.144 -0.012 -0.058 0.081
H -2.9988 -1.7330 -1.7734 -0.097 -0.121 0.104 0.052
H -2.6696 0.3329 -0.7856 0.002 -0.125 0.098 0.126
H -1.1344 0.8261 -1.5074 -0.046 0.059 -0.012 0.119
H -1.2043 1.7608 0.7195 -0.002 -0.012 0.052 0.118
H 0.0252 0.4793 0.6525 0.110 0.139 -0.172 0.103
H -1.7469 -0.9934 1.5414 -0.054 0.058 -0.048 0.071
H -1.7926 -0.2180 3.7716 0.092 0.034 0.066 0.116
H -1.1094 1.3079 3.2322 0.066 0.011 -0.064 0.109
H 0.5945 -0.0352 4.2530 0.019 -0.019 -0.043 0.111
H 1.0170 0.0722 2.5636 -0.053 -0.113 -0.101 0.098
H 1.0979 -1.7310 1.3120 -0.098 0.065 -0.014 0.090
H -0.4686 -2.5765 1.5199 0.085 0.052 -0.236 0.073
H 1.0158 -3.3065 2.1186 0.010 0.047 0.057 0.085
C 7.2139 2.5107 2.8621 -0.121 -0.011 0.204 -0.116
O 6.5927 3.3759 3.7983 0.134 -0.050 -0.384 -0.200
C 6.2246 4.6348 3.2371 -0.296 0.186 0.505 -0.215
C 4.7091 4.7860 3.2403 0.189 -0.361 -0.267 -0.213
N 4.0944 3.8841 2.2690 -0.053 0.228 0.174 -0.052
C 2.6375 3.8093 2.3778 0.152 -0.299 -0.092 -0.194
C 2.0597 3.1914 3.6556 -0.359 0.037 -0.293 -0.214
O 2.3420 1.8073 3.8013 0.262 0.471 0.249 -0.208
C 3.5674 1.5173 4.4545 -0.165 -0.335 -0.161 -0.087
H 7.5346 1.6143 3.3929 -0.037 0.071 0.051 0.088
H 6.5108 2.2150 2.0770 0.122 0.015 -0.126 0.082
H 8.0918 2.9854 2.4143 -0.015 -0.034 -0.082 0.086
H 6.6357 4.7731 2.2331 -0.078 -0.155 -0.029 0.121
H 6.6541 5.4068 3.8823 0.009 0.037 -0.033 0.118
H 4.4498 5.8186 2.9868 -0.032 -0.031 -0.007 0.122
H 4.3510 4.5790 4.2553 0.107 0.180 0.155 0.104
H 4.4730 2.9540 2.4004 0.000 0.048 -0.029 0.070
H 2.2924 3.2084 1.5314 -0.099 0.018 0.072 0.118
H 2.2188 4.8117 2.2429 0.041 0.012 0.070 0.118
H 0.9699 3.2641 3.5828 0.014 -0.029 -0.014 0.117
H 2.3388 3.7470 4.5575 0.175 -0.061 0.015 0.110
H 3.8303 2.2722 5.1998 0.026 0.062 -0.082 0.090
H 4.3738 1.4085 3.7254 0.167 0.099 0.134 0.073
H 3.4562 0.5565 4.9609 -0.074 0.032 -0.020 0.091
```
Positions in Å, forces in eV/Å.



# 6
Molecular formula: C4H13NOS
Method: DFT, ωB97M-V with the def2-TZVPD basis set

Its structure (SMILES) is C[C@H](N)CCS.O. The calculation puts the molar mass at 123.22 g/mol. The value obtained for the LUMO energy is 0.73 eV. As for the total charge: 0. The relative energy (zero: lowest compared OMol25 entry of this formula, charge and spin) is 186.2 kJ/mol. Its HOMO-LUMO gap is 9.6 eV. The calculation puts the HOMO energy at -0.3279 Ha.

```
20
Properties=species:S:1:pos:R:3:forces:R:3:lowdin_charge:R:1
C -1.7468 -1.0124 -1.5752 -1.406 1.993 -3.803 -0.094
C -0.4432 -0.4782 -1.0556 1.855 2.031 -1.380 -0.455
N 0.1611 -1.1577 0.0647 -0.997 -2.366 0.394 0.014
C -0.5935 1.1282 -0.6546 3.695 -1.866 -1.892 -0.167
C 0.6168 1.5881 0.2034 -1.331 1.610 0.900 -0.630
S 2.2396 1.5115 -0.4552 1.390 -0.551 -0.961 0.699
H -2.3766 -1.4850 -0.9203 -1.509 -0.659 2.451 0.029
H -2.3365 -0.0977 -2.0411 0.936 -1.638 1.138 0.116
H -1.8661 -1.7390 -2.4490 1.475 0.762 0.861 0.094
H 0.2528 -0.4652 -1.9495 -0.459 -0.055 0.959 0.131
H 1.1413 -1.2990 -0.0749 0.732 0.419 -0.170 0.053
H -0.1665 -2.1447 0.1072 -0.053 1.016 0.088 0.096
H -1.4894 1.1048 -0.1594 -2.307 0.973 1.181 0.070
H -0.4891 1.5990 -1.6265 -1.032 0.505 -0.033 0.093
H 0.5773 0.8580 0.9507 0.655 -1.398 1.344 0.009
H 0.6553 2.5139 0.8708 -1.229 -0.661 -1.442 0.086
H 2.2267 2.3799 -1.4957 -0.388 -0.118 0.383 -0.136
O 0.8694 -1.1413 4.1064 0.339 -0.162 -1.857 -0.064
H 1.4473 -0.9347 3.3319 -0.847 -0.318 0.816 0.049
H 1.3201 -0.7285 4.8220 0.481 0.484 1.021 0.008
```
Positions in Å, forces in eV/Å.